# 1
A cluster of 8 separate species, C47H51N2OS in total, computed with wB97M-V/def2-TZVPD.

Net charge: +1
LUMO energy (eV): -4.300

Cartesian coordinates (Å):
O -3.06 -3.00 0.84
C -2.16 -1.97 0.75
C -1.54 -1.65 -0.60
C -1.17 -0.18 -0.50
C -2.22 0.45 0.43
N -2.84 -0.66 1.21
N -4.27 -0.69 1.31
C -4.92 -0.65 0.25
S -5.75 -0.52 -1.03
H -2.96 -3.57 0.08
H -1.33 -2.08 1.46
H -0.63 -2.25 -0.63
H -2.18 -1.88 -1.44
H -0.16 0.02 -0.14
H -1.19 0.29 -1.48
H -2.93 1.01 -0.17
H -1.81 1.18 1.12
H -2.54 -0.54 2.17
C 2.87 -2.31 -3.88
C 2.56 -0.99 -3.57
C 2.21 -0.64 -2.27
C 2.20 -1.61 -1.28
C 2.51 -2.93 -1.58
C 2.85 -3.28 -2.88
H 3.14 -2.58 -4.89
H 2.58 -0.23 -4.35
H 1.96 0.38 -2.03
H 1.94 -1.34 -0.26
H 2.51 -3.68 -0.81
H 3.10 -4.30 -3.12
C 3.54 2.43 -0.20
C 4.04 3.69 -0.51
C 3.18 4.78 -0.61
C 1.82 4.61 -0.39
C 1.32 3.35 -0.07
C 2.18 2.27 0.02
H 4.21 1.59 -0.13
H 5.10 3.83 -0.68
H 3.56 5.75 -0.86
H 1.14 5.45 -0.47
H 0.26 3.22 0.10
H 1.79 1.28 0.26
C -1.63 5.70 1.65
C -2.75 6.52 1.73
C -2.66 7.77 2.34
C -1.45 8.19 2.87
C -0.33 7.37 2.79
C -0.42 6.13 2.19
H -1.71 4.73 1.18
H -3.69 6.20 1.31
H -3.53 8.41 2.40
H -1.37 9.16 3.34
H 0.62 7.70 3.20
H 0.45 5.48 2.13
C 1.06 3.96 -6.28
C 0.79 5.32 -6.28
C 0.67 6.01 -5.09
C 0.83 5.34 -3.88
C 1.11 3.98 -3.88
C 1.22 3.29 -5.07
H 1.16 3.43 -7.21
H 0.67 5.84 -7.22
H 0.45 7.07 -5.09
H 0.74 5.88 -2.95
H 1.24 3.46 -2.93
H 1.44 2.23 -5.07
C -6.37 -6.63 0.94
C -5.82 -5.47 1.47
C -5.63 -4.36 0.66
C -5.99 -4.41 -0.68
C -6.55 -5.57 -1.21
C -6.74 -6.68 -0.39
H -6.51 -7.50 1.57
H -5.53 -5.44 2.51
H -5.19 -3.47 1.07
H -5.84 -3.55 -1.32
H -6.84 -5.61 -2.25
H -7.17 -7.58 -0.81
C -2.06 -9.53 2.34
C -1.94 -9.08 3.65
C -2.28 -7.77 3.96
C -2.73 -6.91 2.96
C -2.85 -7.37 1.66
C -2.51 -8.68 1.35
H -1.79 -10.55 2.10
H -1.60 -9.74 4.43
H -2.19 -7.41 4.98
H -3.00 -5.89 3.21
H -3.21 -6.71 0.88
H -2.59 -9.03 0.33
C 8.18 0.81 2.13
C 7.10 1.37 1.46
C 6.51 2.53 1.94
C 7.01 3.14 3.08
C 8.09 2.58 3.75
C 8.67 1.42 3.28
H 8.64 -0.09 1.75
H 6.73 0.90 0.56
H 5.67 2.96 1.42
H 6.55 4.05 3.46
H 8.47 3.05 4.65
H 9.51 0.98 3.80

# 2
A structure of composition C47H52Cl2GeN4O3PSSn, computed with wB97M-V/def2-TZVPD.

ΔE to the lowest compared entry with this formula, charge and spin (kJ/mol): 0.0
Net charge: -1
LUMO energy (eV): 2.152

Cartesian coordinates (Å):
Sn 0.33 0.44 2.55
Cl -1.61 3.46 1.91
C -0.33 4.62 1.88
C -0.63 5.85 1.31
C 0.33 6.84 1.26
C 1.58 6.59 1.81
C 1.85 5.36 2.37
Cl 3.45 5.14 3.03
C 0.92 4.31 2.43
S 1.40 2.79 3.14
H -1.62 6.02 0.91
H 0.11 7.80 0.81
H 2.35 7.35 1.80
C 2.19 -0.34 2.85
Ge 2.99 -1.59 1.63
C 4.81 -1.77 2.37
C 5.96 -1.59 1.61
C 7.22 -1.68 2.18
C 7.36 -1.97 3.53
C 6.22 -2.17 4.30
C 4.96 -2.07 3.73
C 2.19 -3.36 1.71
C 2.17 -4.30 0.68
C 1.61 -5.55 0.87
C 1.08 -5.90 2.10
C 1.10 -4.99 3.14
C 1.64 -3.72 2.94
C 3.25 -0.77 -0.15
C 3.76 0.53 -0.17
C 3.93 1.21 -1.37
C 3.58 0.61 -2.57
C 3.07 -0.68 -2.57
C 2.91 -1.36 -1.36
H 2.76 0.58 2.71
H 5.87 -1.36 0.55
H 8.11 -1.53 1.57
H 8.34 -2.04 3.98
H 6.32 -2.39 5.36
H 4.08 -2.21 4.35
H 2.62 -4.07 -0.28
H 1.58 -6.26 0.05
H 0.63 -6.88 2.24
H 0.68 -5.25 4.10
H 1.62 -3.00 3.75
H 4.02 1.02 0.76
H 4.33 2.22 -1.36
H 3.71 1.14 -3.50
H 2.79 -1.15 -3.50
H 2.52 -2.36 -1.38
O -0.82 -1.59 2.21
N -2.04 -1.54 2.57
C -2.82 -2.56 2.31
C -2.48 -3.75 1.60
N -2.22 -4.69 0.99
C -4.19 -2.44 2.74
N -5.30 -2.39 3.05
O -3.51 1.20 3.77
C -2.36 0.97 3.77
N -1.18 0.79 3.84
O -0.88 0.52 0.58
P -1.56 0.47 -0.76
C -1.91 -1.30 -1.12
C -2.77 -1.74 -2.32
C -2.01 -2.07 -3.60
C -0.89 -3.05 -3.32
C 0.07 -2.46 -2.30
C -0.64 -2.18 -0.97
C -0.38 1.21 -1.95
C -0.73 1.43 -3.43
C -1.25 2.82 -3.81
C -0.44 3.94 -3.17
C -0.37 3.75 -1.66
C 0.33 2.44 -1.34
C -3.15 1.35 -0.54
C -3.97 1.74 -1.78
C -5.46 1.80 -1.45
C -5.99 0.41 -1.09
C -5.07 -0.32 -0.08
C -4.01 0.61 0.51
H -2.51 -1.47 -0.22
H -3.55 -1.01 -2.52
H -3.28 -2.66 -2.00
H -1.58 -1.17 -4.03
H -2.71 -2.47 -4.33
H -0.36 -3.29 -4.25
H -1.30 -3.99 -2.93
H 0.52 -1.55 -2.70
H 0.88 -3.16 -2.11
H 0.03 -1.74 -0.24
H -0.96 -3.14 -0.56
H 0.36 0.39 -1.90
H -1.45 0.69 -3.77
H 0.19 1.25 -4.00
H -2.29 2.92 -3.50
H -1.23 2.91 -4.90
H -0.89 4.91 -3.42
H 0.58 3.94 -3.57
H -1.39 3.75 -1.24
H 0.16 4.58 -1.19
H 0.42 2.30 -0.26
H 1.35 2.48 -1.74
H -2.79 2.26 -0.06
H -3.82 1.04 -2.61
H -3.65 2.72 -2.13
H -6.01 2.20 -2.31
H -5.62 2.49 -0.62
H -6.08 -0.18 -2.01
H -7.00 0.51 -0.68
H -4.60 -1.17 -0.57
H -5.66 -0.73 0.74
H -3.37 0.05 1.20
H -4.51 1.36 1.13

Here are the calculated largest force on an atom numbers, same order: 1.302 0.811 (eV Å⁻¹).
Here are the calculated molar mass numbers, same order: 692.005 1046.226 (g mol⁻¹).
Here are the calculated HOMO-LUMO gap numbers, same order: 6.459 6.973 (eV).